ORCA calculation (ωB97M-V/def2-TZVPD) on a 7-piece molecular cluster, C39H88N10O7 overall.

Properties
Energy   -2612.7760 Eh
Relative energy (zero: lowest compared OMol25 entry of this formula, charge and spin)   137.2 kcal per mole
Net charge   0
LUMO energy   0.06 eV
HOMO-LUMO gap   0.271 Ha
SMILES   CC1(C)CCCC(C)(C)N1O.CC1(C)CCCC(C)(C)N1O.CC1(C)CCCC(C)(C)N1O.CC1(C)CCCC(C)(C)N1O.NC(N)=O.NC(N)=O.NC(N)=O

Bonds (Å) are listed after each position.
Element x y z (Å)
1 C 3.39114 3.93086 0.77424  C2 1.596, H12 1.090, H13 1.090, H14 1.090
2 C 4.31866 3.26119 1.88669  C1 1.596, C3 1.536, C4 1.495, N10 1.498
3 C 3.56312 2.13444 2.60724  C2 1.536, H15 1.090, H16 1.090, H17 1.090
4 C 5.41720 2.55601 1.15761  C2 1.495, C5 1.579, H18 1.090, H19 1.090
5 C 6.69849 2.12607 1.97449  C4 1.579, C6 1.506, H20 1.090, H21 1.090
6 C 7.15031 3.37597 2.68296  C5 1.506, C7 1.587, H22 1.090, H23 1.090
7 C 6.07846 4.21831 3.49580  C6 1.587, C8 1.591, C9 1.566, N10 1.541
8 C 5.93623 3.48104 4.89853  C7 1.591, H24 1.090, H25 1.090, H26 1.090
9 C 6.69087 5.64689 3.68667  C7 1.566, H27 1.090, H28 1.090, H29 1.090
10 N 4.76146 4.42334 2.72207  C2 1.498, C7 1.541, O11 1.412
11 O 3.80272 5.08055 3.52314  N10 1.412, H30 0.960
12 H 2.64860 4.61374 1.18705  C1 1.090
13 H 4.02981 4.60464 0.20306  C1 1.090
14 H 2.65622 3.26691 0.31911  C1 1.090
15 H 2.72411 2.63516 3.09040  C3 1.090
16 H 3.22445 1.32758 1.95734  C3 1.090
17 H 4.10702 1.62863 3.40501  C3 1.090
18 H 4.94016 1.66994 0.73875  C4 1.090
19 H 5.77170 3.17333 0.33217  C4 1.090
20 H 6.43812 1.53365 2.85161  C5 1.090
21 H 7.40536 1.62685 1.31178  C5 1.090
22 H 7.78090 3.91055 1.97256  C6 1.090
23 H 7.77481 2.89149 3.43355  C6 1.090
24 H 6.83663 3.53976 5.51003  C8 1.090
25 H 5.74546 2.40960 4.83748  C8 1.090
26 H 5.13249 3.88983 5.51092  C8 1.090
27 H 7.76343 5.48226 3.78965  C9 1.090
28 H 6.36767 6.09479 4.62637  C9 1.090
29 H 6.42446 6.36582 2.91190  C9 1.090
30 H 3.51944 4.41579 4.15517  O11 0.960
31 C -2.84179 1.03581 1.62780  C32 1.535, H42 1.090, H43 1.090, H44 1.090
32 C -2.77095 0.76279 3.13639  C31 1.535, C33 1.555, C34 1.544, N40 1.512
33 C -3.17799 1.97392 4.02327  C32 1.555, H45 1.090, H46 1.090, H47 1.090
34 C -3.78713 -0.38639 3.31296  C32 1.544, C35 1.518, H48 1.090, H49 1.090
35 C -3.58065 -1.00982 4.68166  C34 1.518, C36 1.565, H50 1.090, H51 1.090
36 C -2.14135 -1.56592 4.94327  C35 1.565, C37 1.565, H52 1.090, H53 1.090
37 C -0.97023 -0.56600 4.66691  C36 1.565, C38 1.576, C39 1.583, N40 1.466
38 C -0.72996 0.39414 5.89338  C37 1.576, H54 1.090, H55 1.090, H56 1.090
39 C 0.31452 -1.43111 4.33811  C37 1.583, H57 1.090, H58 1.090, H59 1.090
40 N -1.40181 0.25660 3.53236  C32 1.512, C37 1.466, O41 1.364
41 O -0.39251 1.08319 3.13253  N40 1.364, H60 0.960
42 H -2.45743 0.20997 1.02919  C31 1.090
43 H -3.87917 1.30473 1.42875  C31 1.090
44 H -2.21359 1.88228 1.35037  C31 1.090
45 H -4.25558 1.96394 4.18697  C33 1.090
46 H -2.93053 1.82491 5.07431  C33 1.090
47 H -2.84460 2.92743 3.61369  C33 1.090
48 H -4.83316 -0.08039 3.32977  C34 1.090
49 H -3.55958 -1.23262 2.66472  C34 1.090
50 H -3.82493 -0.27976 5.45331  C35 1.090
51 H -4.29618 -1.81664 4.84026  C35 1.090
52 H -1.96320 -2.50608 4.42129  C36 1.090
53 H -2.06787 -1.72761 6.01869  C36 1.090
54 H -0.47561 1.39453 5.54322  C38 1.090
55 H 0.10334 0.07542 6.51957  C38 1.090
56 H -1.71560 0.51314 6.34334  C38 1.090
57 H 0.46093 -1.89190 5.31501  C39 1.090
58 H 1.16595 -0.78836 4.11443  C39 1.090
59 H 0.32146 -2.05051 3.44123  C39 1.090
60 H -0.39051 1.68579 3.87984  O41 0.960
61 C -3.28219 1.78099 -4.07062  C62 1.506, H72 1.090, H73 1.090, H74 1.090
62 C -2.10931 0.83745 -4.02064  C61 1.506, C63 1.579, C64 1.530, N70 1.496
63 C -1.72459 0.93749 -2.49232  C62 1.579, H75 1.090, H76 1.090, H77 1.090
64 C -2.46630 -0.58558 -4.45610  C62 1.530, C65 1.538, H78 1.090, H79 1.090
65 C -2.51393 -0.85741 -5.96908  C64 1.538, C66 1.574, H80 1.090, H81 1.090
66 C -1.23179 -0.27891 -6.67536  C65 1.574, C67 1.548, H82 1.090, H83 1.090
67 C -0.85264 1.15354 -6.22699  C66 1.548, C68 1.447, C69 1.601, N70 1.447
68 C 0.51822 1.30187 -6.66513  C67 1.447, H84 1.090, H85 1.090, H86 1.090
69 C -1.73557 2.22281 -7.02723  C67 1.601, H87 1.090, H88 1.090, H89 1.090
70 N -0.88664 1.23920 -4.78248  C62 1.496, C67 1.447, O71 1.356
71 O -0.36346 2.38101 -4.27076  N70 1.356, H90 0.960
72 H -3.96347 1.50319 -3.26639  C61 1.090
73 H -3.03490 2.82602 -3.88386  C61 1.090
74 H -3.74640 1.76230 -5.05665  C61 1.090
75 H -1.73785 1.96729 -2.13535  C63 1.090
76 H -2.28185 0.26584 -1.83929  C63 1.090
77 H -0.73421 0.48585 -2.43537  C63 1.090
78 H -1.70455 -1.26762 -4.07838  C64 1.090
79 H -3.43656 -0.93679 -4.10487  C64 1.090
80 H -2.63319 -1.94082 -5.97948  C65 1.090
81 H -3.33656 -0.34519 -6.46809  C65 1.090
82 H -1.40808 -0.24040 -7.75032  C66 1.090
83 H -0.39394 -0.95387 -6.50057  C66 1.090
84 H 0.58889 1.15908 -7.74343  C68 1.090
85 H 1.19267 0.66650 -6.09110  C68 1.090
86 H 0.81723 2.34277 -6.54175  C68 1.090
87 H -1.51458 3.26692 -6.80563  C69 1.090
88 H -2.79792 2.00455 -7.13628  C69 1.090
89 H -1.43491 1.94488 -8.03740  C69 1.090
90 H 0.38230 2.04799 -3.76625  O71 0.960
91 C -1.66989 -3.61325 1.57496  C92 1.525, H102 1.090, H103 1.090, H104 1.090
92 C -1.88560 -4.38604 0.27776  C91 1.525, C93 1.572, C94 1.586, N100 1.488
93 C -0.45403 -4.65131 -0.31462  C92 1.572, H105 1.090, H106 1.090, H107 1.090
94 C -2.52345 -5.80615 0.58068  C92 1.586, C95 1.541, H108 1.090, H109 1.090
95 C -4.02856 -5.81158 0.91263  C94 1.541, C96 1.524, H110 1.090, H111 1.090
96 C -4.69507 -5.19364 -0.31126  C95 1.524, C97 1.599, H112 1.090, H113 1.090
97 C -4.15169 -3.75206 -0.73917  C96 1.599, C98 1.576, C99 1.561, N100 1.471
98 C -4.64251 -3.54996 -2.22315  C97 1.576, H114 1.090, H115 1.090, H116 1.090
99 C -4.85615 -2.72935 0.20744  C97 1.561, H117 1.090, H118 1.090, H119 1.090
100 N -2.68240 -3.74163 -0.80161  C92 1.488, C97 1.471, O101 1.378
101 O -2.22946 -2.49349 -1.17059  N100 1.378, H120 0.960
102 H -1.00613 -4.03116 2.33184  C91 1.090
103 H -2.64876 -3.44804 2.02507  C91 1.090
104 H -1.36373 -2.58342 1.39101  C91 1.090
105 H -0.45084 -5.33741 -1.16159  C93 1.090
106 H 0.06020 -5.13554 0.51556  C93 1.090
107 H -0.04652 -3.74068 -0.75368  C93 1.090
108 H -2.35728 -6.59201 -0.15615  C94 1.090
109 H -2.15760 -6.18050 1.53676  C94 1.090
110 H -4.27894 -5.13828 1.73242  C95 1.090
111 H -4.36933 -6.83477 1.07094  C95 1.090
112 H -5.77967 -5.22949 -0.20916  C96 1.090
113 H -4.57502 -5.91307 -1.12126  C96 1.090
114 H -5.67474 -3.88016 -2.33959  C98 1.090
115 H -4.54631 -2.49123 -2.46388  C98 1.090
116 H -4.10922 -4.14443 -2.96497  C98 1.090
117 H -5.93856 -2.84317 0.26695  C99 1.090
118 H -4.56456 -2.91828 1.24058  C99 1.090
119 H -4.74736 -1.68975 -0.10161  C99 1.090
120 H -2.34301 -2.47983 -2.12376  O101 0.960
121 N 0.92491 -1.26049 -3.50111  C122 1.316, H125 1.010, H126 1.010
122 C 1.17416 -2.46223 -3.97483  N121 1.316, N123 1.358, O124 1.202
123 N 1.34308 -3.31209 -2.92886  C122 1.358, H127 1.010, H128 1.010
124 O 0.87357 -2.91826 -5.04502  C122 1.202
125 H 0.62957 -0.56276 -4.16898  N121 1.010
126 H 0.93726 -1.04997 -2.51337  N121 1.010
127 H 1.79088 -2.97185 -2.08993  N123 1.010
128 H 1.43703 -4.25482 -3.27891  N123 1.010
129 N 0.10257 -0.79056 1.00987  C130 1.223, H133 1.010, H134 1.010
130 C 0.77199 -0.25242 0.13966  N129 1.223, N131 1.290, O132 1.222
131 N 1.03481 0.96214 0.48676  C130 1.290, H135 1.010, H136 1.010
132 O 1.12975 -0.81252 -0.88617  C130 1.222
133 H -0.14020 -1.75901 0.85731  N129 1.010
134 H -0.34553 -0.25802 1.74178  N129 1.010
135 H 0.75969 1.09037 1.45007  N131 1.010
136 H 1.87924 1.29329 0.04249  N131 1.010
137 N 4.51262 2.03645 -3.20273  C138 1.356, H141 1.010, H142 1.010
138 C 3.30832 1.49767 -2.89153  N137 1.356, N139 1.274, O140 1.270
139 N 3.42208 0.96054 -1.74143  C138 1.274, H143 1.010, H144 1.010
140 O 2.22900 1.70647 -3.52762  C138 1.270
141 H 5.32467 1.84916 -2.63209  N137 1.010
142 H 4.52615 2.47819 -4.11090  N137 1.010
143 H 2.57767 0.42873 -1.58575  N139 1.010
144 H 4.37520 0.74025 -1.49014  N139 1.010

Löwdin atomic charge list, values in e, 99 entries: -0.008, -0.490, -0.034, -0.155, -0.162, -0.165, -0.401, -0.033, -0.035, -0.098, -0.006, 0.072, 0.087, 0.059, 0.077, 0.070, 0.073, 0.096, 0.115, 0.094, 0.115, 0.118, 0.108, 0.082, 0.062, 0.069, 0.074, 0.072, 0.085, 0.072, -0.025, -0.454, -0.009, -0.146, -0.175, -0.103, -0.459, -0.003, -0.013, -0.153, -0.052, 0.074, 0.097, 0.081, 0.083, 0.063, 0.088, 0.128, 0.099, 0.100, 0.112, 0.101, 0.112, 0.063, 0.087, 0.075, 0.085, 0.070, 0.063, 0.087, -0.049, -0.465, -0.023, -0.137, -0.142, -0.110, -0.534, -0.070, -0.007, -0.134, -0.013, 0.085, 0.086, 0.069, 0.085, 0.071, 0.057, 0.101, 0.107, 0.108, 0.098, 0.112, 0.101, 0.095, 0.092, 0.092, 0.082, 0.062, 0.065, 0.048, -0.040, -0.448, -0.029, -0.122, -0.187, -0.154, -0.441, -0.030, -0.025